No. 1
The molecule C4H5NO. Source: the Open Molecules 2025 dataset; level of theory: wB97M-V/def2-TZVPD.

The calculated total energy comes out at -7763.395 eV. The value obtained for the molar mass is 83.09 g mol⁻¹. The HOMO energy is -8.0 eV. The calculation puts the gap between HOMO and LUMO at 8.6 eV. As for the energy above the lowest of the compared OMol25 structures with the same formula, charge and spin: 72.22 kcal per mole.

Geometry (Å):
N  1.641  -0.163  -0.339
C  0.305  -0.177  -0.086
C  -0.506  1.078  0.126
O  -1.643  0.601  0.853
C  -1.883  -0.682  0.500
C  -0.638  -1.166  -0.081
H  2.198  0.593  0.035
H  2.134  -1.044  -0.385
H  -0.060  2.000  0.509
H  -0.951  1.276  -0.847
H  -0.529  -2.201  -0.381

Forces on the atoms, in the same order (eV/Å):
-0.2 -0.1 0.0
-0.3 0.1 -0.2
0.2 -0.1 0.0
-0.5 0.1 -0.5
0.6 -0.1 0.4
-0.1 -0.2 0.2
-0.2 -0.1 -0.2
-0.2 0.1 -0.1
0.0 -0.4 0.4
0.4 0.5 -0.3
0.2 0.1 0.2


No. 2
A cluster of 2 separate species, C24H29OSi in total at a distorted geometry. Source: the Open Molecules 2025 dataset; level of theory: wB97M-V/def2-TZVPD.

The calculated total energy comes out at -35277.047 eV. The value obtained for the molar mass is 361.58 g mol⁻¹. The HOMO energy is -11.3 eV. The calculation puts the gap between HOMO and LUMO at 6.4 eV. The charge is +1. As for the energy above the lowest of the compared OMol25 structures with the same formula, charge and spin: 26.84 kcal per mole.

Geometry (Å):
C  1.236  -3.567  0.007
C  1.651  -3.446  -1.484
C  0.381  -3.002  -2.173
C  -0.661  -2.906  -1.311
C  -0.281  -3.359  0.044
C  -0.868  -2.506  1.140
C  -2.163  -1.976  0.979
C  -2.706  -1.118  1.938
C  -1.965  -0.765  3.070
C  -0.686  -1.306  3.250
C  -0.142  -2.180  2.299
H  1.553  -4.534  0.438
H  1.723  -2.762  0.559
H  2.456  -2.702  -1.592
H  2.038  -4.391  -1.892
H  0.363  -2.774  -3.240
H  -1.639  -2.495  -1.570
H  -2.756  -2.212  0.087
H  -3.715  -0.721  1.789
H  -2.385  -0.088  3.813
H  -0.105  -1.051  4.135
H  0.865  -2.578  2.451
C  1.238  -8.586  4.284
Si  1.854  -7.370  2.988
C  2.522  -5.808  3.755
C  3.091  -8.192  1.888
O  0.474  -6.832  2.128
C  0.028  -6.605  0.882
C  -0.666  -5.363  0.587
C  -1.677  -5.550  -0.478
C  -0.887  -6.022  -1.703
C  -0.229  -7.339  -1.441
C  0.076  -7.671  -0.094
C  0.444  -9.012  0.191
C  0.754  -9.893  -0.845
C  0.608  -9.483  -2.184
C  0.096  -8.220  -2.470
H  2.044  -8.760  5.017
H  0.359  -8.200  4.824
H  0.971  -9.559  3.843
H  3.503  -5.993  4.217
H  2.645  -5.010  3.008
H  1.841  -5.443  4.535
H  4.067  -8.118  2.382
H  2.884  -9.253  1.730
H  3.177  -7.719  0.907
H  -0.907  -4.795  1.490
H  -2.375  -6.331  -0.157
H  -2.247  -4.641  -0.694
H  -1.522  -6.086  -2.595
H  -0.118  -5.269  -1.912
H  0.487  -9.371  1.225
H  1.113  -10.900  -0.618
H  0.883  -10.168  -2.988
H  -0.072  -7.915  -3.502

Forces on the atoms, in the same order (eV/Å):
0.7 -0.1 -0.2
-0.3 -0.1 0.1
0.0 0.1 0.7
0.3 -0.7 -0.7
1.6 1.2 0.5
-0.2 -0.6 -0.1
-0.1 0.1 0.2
0.0 -0.1 -0.1
0.1 -0.4 -0.2
0.0 -0.2 -0.3
-0.2 0.2 0.1
0.0 0.9 -0.2
0.0 0.0 0.0
-0.3 -0.2 -0.2
-0.1 0.2 0.0
-0.1 0.2 0.4
0.4 -0.3 0.1
0.2 0.1 0.5
0.4 -0.1 0.1
0.1 -0.2 -0.2
-0.1 0.0 -0.2
-0.4 0.1 0.0
-0.1 0.2 -0.1
-0.1 -0.2 0.6
0.0 0.0 0.0
0.2 0.0 -0.2
-0.5 0.6 -1.8
-0.3 0.7 1.2
-0.2 0.1 1.4
-0.7 -0.7 -0.7
-0.2 0.3 -0.4
0.3 -0.1 0.3
-0.1 -0.7 -0.7
0.4 0.0 -0.1
-0.2 0.3 0.1
0.2 0.0 0.4
-0.1 -0.1 0.2
-0.3 0.0 -0.2
0.3 -0.1 -0.1
0.1 0.3 0.1
-0.2 0.1 -0.1
0.0 -0.2 0.1
0.1 -0.1 -0.2
-0.1 0.0 -0.1
0.0 0.1 0.0
0.1 0.0 0.0
-0.2 -0.9 0.0
-0.3 0.1 -0.3
0.1 -0.3 0.0
0.1 -0.1 0.1
-0.1 -0.3 -0.1
0.2 0.3 -0.4
-0.2 0.4 -0.1
-0.1 0.3 0.2
0.0 -0.1 0.2


No. 3
A structure of composition C26H20IInN10S4 at a distorted geometry. Source: the Open Molecules 2025 dataset; level of theory: wB97M-V/def2-TZVPD.

The calculated total energy comes out at -98804.559 eV. The value obtained for the molar mass is 842.51 g mol⁻¹. The HOMO energy is -7.3 eV. The calculation puts the gap between HOMO and LUMO at 6.3 eV. As for the energy above the lowest of the compared OMol25 structures with the same formula, charge and spin: 6.86 kcal per mole.

Geometry (Å):
In  1.162  0.058  -0.142
C  0.525  4.303  1.386
C  0.749  3.060  0.535
N  1.352  1.960  0.974
N  1.684  1.878  2.319
C  2.475  0.857  2.638
N  2.715  0.697  3.940
S  3.244  -0.218  1.506
C  0.332  3.067  -0.891
C  -0.528  4.024  -1.490
C  -0.872  3.862  -2.844
C  -0.369  2.810  -3.592
C  0.437  1.901  -2.885
N  0.821  2.034  -1.609
H  1.149  4.156  2.274
H  -0.503  4.451  1.724
H  0.927  5.151  0.836
H  2.342  1.436  4.539
H  3.274  -0.039  4.340
H  -0.973  4.819  -0.898
H  -1.556  4.601  -3.287
H  -0.608  2.681  -4.648
H  0.790  0.991  -3.365
S  0.535  -1.940  -1.656
C  -1.170  -1.902  -1.685
C  -1.810  -2.927  -2.392
C  -3.185  -3.046  -2.509
C  -3.741  -4.108  -3.291
N  -4.220  -4.939  -3.944
C  -3.997  -2.112  -1.829
C  -3.393  -1.069  -1.109
C  -1.994  -0.911  -1.000
S  -1.455  0.437  -0.101
C  -5.399  -2.173  -1.833
N  -6.556  -2.241  -1.870
H  -1.186  -3.659  -2.922
H  -4.031  -0.309  -0.655
N  1.756  -3.327  1.586
C  0.599  -2.817  2.015
N  0.290  -1.518  1.990
C  -0.814  -1.301  2.803
C  -1.373  -0.062  3.180
C  -2.545  -0.025  3.918
C  -3.145  -1.231  4.342
C  -2.552  -2.466  4.084
C  -1.412  -2.499  3.310
S  -0.516  -3.901  2.858
H  2.447  -2.576  1.369
H  2.025  -4.304  1.634
H  -0.860  0.848  2.852
H  -3.027  0.917  4.164
H  -4.086  -1.235  4.907
H  -2.987  -3.389  4.443
I  6.965  1.425  -3.159
C  5.132  0.598  -2.766
C  4.468  -0.407  -3.491
N  3.312  -0.650  -2.840
N  3.175  0.085  -1.704
C  4.274  0.853  -1.665
H  4.798  -0.860  -4.422
H  2.618  -1.363  -3.113
H  4.488  1.565  -0.862

Forces on the atoms, in the same order (eV/Å):
-0.6 -0.9 -0.4
1.0 -1.1 0.2
0.6 -0.9 1.0
-1.1 2.2 0.6
0.0 -0.1 -0.6
-0.4 0.1 -1.1
-0.3 0.8 0.9
-0.3 0.0 -0.3
-0.1 0.1 -0.8
0.5 -1.1 0.2
-0.2 0.8 0.4
0.3 -0.3 0.9
0.2 0.0 -0.2
-1.0 0.3 -0.7
-0.2 0.2 -0.1
0.0 0.0 -0.3
-0.3 0.2 0.0
0.2 -0.6 -0.2
-0.1 0.1 -0.4
0.2 -0.1 -0.1
0.4 -0.4 0.1
0.1 -0.1 0.4
0.0 0.1 0.0
1.7 0.6 0.4
-2.1 0.7 0.7
0.6 -0.1 -0.4
-0.2 0.4 0.5
-0.8 -0.8 -0.7
0.6 0.9 0.7
1.7 0.5 0.3
0.2 -0.3 -0.4
-0.3 -1.5 -1.1
1.1 0.4 0.2
-2.4 -0.4 -0.4
1.2 0.1 0.1
-0.3 0.3 0.3
0.2 -0.3 0.0
1.3 1.3 -0.9
-0.6 0.7 0.7
0.6 -1.6 0.2
-1.1 -0.7 0.6
0.6 -0.2 -0.6
-0.2 -0.9 0.2
-0.1 0.1 0.3
-0.4 0.5 -0.1
0.1 1.3 -0.1
0.4 0.4 -0.4
-0.5 -1.3 0.2
-0.3 0.6 0.0
-0.3 -0.3 0.1
0.2 -0.1 0.0
0.5 0.2 -0.2
-0.1 0.0 0.1
0.0 0.1 0.0
-1.5 -1.1 0.1
0.7 1.3 0.6
0.0 -0.5 -0.3
0.8 0.1 -0.8
0.3 0.0 -0.1
-0.4 -0.1 0.3
0.2 0.7 0.6
-0.5 -0.5 -0.3


No. 4
A structure of composition C4H9N2O at a distorted geometry. Source: the Open Molecules 2025 dataset; level of theory: wB97M-V/def2-TZVPD.

The calculated total energy comes out at -9309.335 eV. The value obtained for the molar mass is 101.13 g mol⁻¹. The HOMO energy (spin up / spin down) is -14.7 / -14.7 eV. The calculation puts the gap between HOMO and LUMO (spin up / spin down) at 8.2 / 8.2 eV. The charge is +1. As for the energy above the lowest of the compared OMol25 structures with the same formula, charge and spin: 154.06 kcal per mole.

Geometry (Å):
C  1.154  0.542  -0.136
C  -0.687  -0.859  -1.149
C  -1.072  0.048  1.334
C  -0.296  -0.714  0.279
N  2.179  0.098  0.341
N  0.672  1.621  -0.854
O  2.872  -0.789  0.594
H  -1.719  -0.368  -1.311
H  -1.034  -1.887  -1.350
H  0.060  -0.850  -1.884
H  -1.654  -0.704  1.923
H  -1.893  0.747  1.130
H  -0.350  0.340  2.133
H  0.325  -1.545  0.678
H  0.050  2.259  -0.366
H  1.393  2.061  -1.362

Forces on the atoms, in the same order (eV/Å):
-2.9 1.5 -0.4
-4.5 -1.1 0.9
-0.2 -1.7 1.5
1.8 1.3 -0.1
-1.1 -0.1 -0.5
0.6 -1.4 1.3
1.9 -1.1 0.7
2.2 0.2 -0.4
0.2 -0.4 0.8
1.0 1.0 -1.0
0.4 -0.1 -0.5
0.9 0.3 -0.7
-0.6 0.4 -0.7
-0.4 0.6 -0.1
0.0 -0.3 0.0
0.7 0.9 -0.7


No. 5
A cluster of 2 separate species, CHF3N3O3P in total at a distorted geometry. Source: the Open Molecules 2025 dataset; level of theory: wB97M-V/def2-TZVPD.

The calculated total energy comes out at -29102.978 eV. The value obtained for the molar mass is 191.00 g mol⁻¹. The HOMO energy is 1.0 eV. The calculation puts the gap between HOMO and LUMO at 5.6 eV. The charge is -2. As for the energy above the lowest of the compared OMol25 structures with the same formula, charge and spin: 10.10 kcal per mole.

Geometry (Å):
C  0.073  0.504  0.678
N  0.329  0.563  1.812
N  2.500  0.993  0.057
N  -0.276  0.147  -0.512
O  -1.219  -2.027  0.315
O  -1.733  -1.364  -2.149
O  -2.982  -0.253  -0.212
F  2.644  2.343  0.612
F  3.259  0.286  1.008
F  -0.245  1.112  -1.605
P  -1.721  -0.864  -0.779
H  -0.627  -1.440  0.775

Forces on the atoms, in the same order (eV/Å):
1.6 1.4 2.0
-1.0 -0.1 0.1
-0.1 0.5 -1.8
-1.3 -0.5 -3.6
-0.4 0.8 -1.5
0.6 -0.4 -1.2
1.4 0.0 -0.4
-0.1 0.6 0.2
0.7 -0.9 1.1
0.3 -0.4 1.7
-2.5 -0.5 1.9
0.9 -0.5 1.5


No. 6
A cluster of 2 separate species, C14H23BrFNO6 in total at a distorted geometry. Source: the Open Molecules 2025 dataset; level of theory: wB97M-V/def2-TZVPD.

The calculated total energy comes out at -101418.165 eV. The value obtained for the molar mass is 400.24 g mol⁻¹. The HOMO energy is -6.3 eV. The calculation puts the gap between HOMO and LUMO at 4.3 eV.

Geometry (Å):
C  -2.979  -3.602  3.276
C  -2.834  -3.518  1.667
O  -2.395  -4.530  1.079
O  -3.174  -2.277  1.060
C  -3.226  -2.370  -0.365
O  -4.339  -2.167  -0.911
C  -1.991  -2.658  -1.329
C  -1.862  -1.631  -2.561
O  -2.251  -0.275  -2.244
C  -1.138  0.651  -2.288
C  0.059  0.009  -1.424
C  1.226  1.053  -1.055
C  1.040  1.597  0.462
C  -0.450  2.193  0.723
C  1.266  0.412  1.553
N  0.677  -1.064  -2.299
F  1.314  -1.941  -1.450
C  -0.366  -1.785  -3.144
Br  -0.212  -1.327  -5.086
H  -4.086  -3.495  3.521
H  -2.533  -4.589  3.628
H  -2.420  -2.677  3.673
H  -2.035  -3.747  -1.716
H  -1.032  -2.600  -0.695
H  -2.578  -1.993  -3.392
H  -1.504  1.640  -1.821
H  -0.808  0.931  -3.359
H  -0.431  -0.478  -0.510
H  1.314  1.905  -1.812
H  2.220  0.457  -1.061
H  1.837  2.412  0.641
H  -0.814  2.845  -0.156
H  -0.358  2.881  1.628
H  -1.202  1.361  0.968
H  2.110  0.685  2.271
H  1.512  -0.569  1.008
H  0.307  0.301  2.180
H  1.382  -0.634  -2.930
H  -0.077  -2.901  -3.077
C  4.830  4.905  1.928
C  3.823  3.943  2.551
O  3.246  3.162  1.745
O  3.691  4.045  3.791
H  4.898  4.765  0.846
H  4.528  5.937  2.124
H  5.819  4.738  2.361

Forces on the atoms, in the same order (eV/Å):
-0.1 1.5 -1.5
1.5 -3.1 0.9
-1.7 4.0 0.8
1.0 -2.4 -0.9
-4.2 0.7 -3.2
4.5 -0.7 2.4
1.2 0.0 1.5
-0.7 -0.7 -0.6
1.5 -0.6 -0.5
0.3 0.5 0.5
-0.4 2.6 0.1
0.1 -0.8 1.1
-0.5 -0.1 0.2
0.9 0.4 -0.2
-0.1 0.5 -0.4
-1.4 0.7 -0.3
0.2 -0.2 -0.5
-0.8 -2.2 0.0
0.1 -0.1 1.5
1.5 -0.2 -0.2
-0.7 1.5 -0.6
-0.9 -1.5 -0.3
-0.2 1.8 0.7
-1.4 -0.2 -0.8
1.2 0.6 1.3
0.7 -1.8 -0.5
-0.5 -0.7 1.5
1.1 0.5 -1.4
-0.4 -1.2 0.9
-1.4 1.0 0.0
-1.2 -1.2 -0.1
0.5 -1.0 1.3
-0.2 -1.0 -1.1
1.0 1.2 -0.5
-1.1 -0.3 -1.2
-0.3 1.2 1.0
1.4 -0.1 -1.0
0.0 -0.3 0.5
-0.5 1.9 -0.2
0.3 0.2 -0.5
0.2 0.4 0.6
-0.4 -0.4 0.1
-0.3 -0.4 -0.6
0.0 0.0 0.1
0.1 -0.1 0.1
-0.1 0.1 0.1


No. 7
The ion C6H10NO with charge +1 at a distorted geometry. Source: the Open Molecules 2025 dataset; level of theory: wB97M-V/def2-TZVPD.

The calculated total energy comes out at -9912.487 eV. The value obtained for the molar mass is 112.15 g mol⁻¹. The HOMO energy is -13.8 eV. The calculation puts the gap between HOMO and LUMO at 10.0 eV. The charge is +1. As for the SMILES: C=C1C=C[C@@H](O)[N@@H+]1C. As for the energy above the lowest of the compared OMol25 structures with the same formula, charge and spin: 43.97 kcal per mole.

Geometry (Å):
C  0.262  -1.729  -0.438
C  -1.013  -1.428  -0.554
C  0.984  -0.596  0.200
C  2.098  -0.537  0.961
C  -1.378  0.029  -0.175
C  0.505  1.738  -0.623
N  0.001  0.549  0.244
O  -2.242  0.364  0.864
H  0.581  -2.719  -0.964
H  -1.921  -1.978  -0.742
H  2.223  0.214  1.644
H  2.756  -1.407  1.116
H  -1.727  0.500  -1.117
H  0.076  2.584  -0.155
H  1.658  1.842  -0.612
H  0.222  1.724  -1.701
H  0.038  0.747  1.332
H  -3.124  0.103  0.721

Forces on the atoms, in the same order (eV/Å):
0.6 -1.4 -1.8
-2.3 1.8 1.4
0.9 -1.1 0.6
-1.7 -2.7 -1.8
0.7 -0.6 -0.6
1.7 -0.3 0.0
1.4 0.5 1.1
2.4 0.1 0.6
0.2 1.9 1.8
0.4 -0.8 -0.7
0.6 2.2 1.3
-0.4 0.5 -0.6
0.5 0.2 0.5
-0.4 1.0 0.2
-2.0 -0.5 0.4
-0.2 -0.7 1.0
-0.8 0.3 -2.8
-1.8 -0.6 -0.5


No. 8
A cluster of 2 separate species, C5H9NO4S in total at a distorted geometry. Source: the Open Molecules 2025 dataset; level of theory: wB97M-V/def2-TZVPD.

The calculated total energy comes out at -25842.159 eV. The value obtained for the molar mass is 179.20 g mol⁻¹. The HOMO energy is -8.4 eV. The calculation puts the gap between HOMO and LUMO at 8.7 eV. As for the SMILES: CC1=CN(C)OC1.O=S(=O)=O. As for the energy above the lowest of the compared OMol25 structures with the same formula, charge and spin: 116.48 kcal per mole.

Geometry (Å):
C  -0.361  0.363  0.673
C  0.564  1.181  0.149
C  0.523  0.785  -1.336
C  1.439  2.270  0.613
C  -2.213  -0.929  -0.106
N  -0.844  -0.519  -0.268
O  0.171  -2.451  1.780
O  1.804  -1.741  0.102
O  0.007  -3.334  -0.530
O  -0.465  -0.184  -1.542
S  0.587  -2.387  0.411
H  -0.834  0.214  1.692
H  0.422  1.706  -1.999
H  1.570  0.414  -1.602
H  0.994  3.326  0.717
H  2.426  2.316  -0.089
H  1.857  1.982  1.682
H  -2.459  -1.730  -0.800
H  -2.394  -1.199  0.862
H  -2.794  -0.081  -0.409

Forces on the atoms, in the same order (eV/Å):
0.3 1.8 1.9
-2.1 -0.9 -1.2
3.4 2.3 -0.9
3.0 0.6 1.4
0.1 0.7 -3.6
0.5 -3.6 2.0
-0.1 0.2 -0.2
0.8 0.5 -0.3
0.8 1.2 1.1
-0.2 0.7 -0.3
-2.2 -1.4 -1.1
1.1 0.4 -1.3
-0.5 -1.1 0.6
-1.2 -0.1 0.2
0.5 -1.7 -0.5
-2.4 0.1 1.6
-0.8 0.7 -2.1
0.2 -0.2 0.2
-0.3 -0.7 2.5
-0.9 0.6 0.1